Formula: C17H30NO2P2PmTe
Source: OMol25
Level of theory: ωB97M-V with the def2-TZVPD basis set

Summary:
max |F|: 0.04030 hartree/bohr
spin multiplicity: 5
E_LUMO (spin up / spin down): 0.36 / 0.38 eV
charge: 0

Geometry as XYZ:
```
54
Properties=species:S:1:pos:R:3:forces:R:3
C -0.9018 0.6443 -4.2962 0.00 -0.03 0.32
C -0.9480 0.1509 -2.9867 0.10 0.28 0.03
N -0.1836 0.6602 -1.9869 0.19 0.02 -0.72
C 0.6667 1.6649 -2.3068 -0.07 0.05 -0.16
C 0.7322 2.2170 -3.5878 0.05 -0.18 0.30
C -0.0614 1.7023 -4.6031 -0.07 -0.13 0.25
C -1.8890 -1.0027 -2.7237 0.11 -0.37 0.33
P -2.3415 -1.1331 -0.9402 -0.55 -0.19 -0.98
Pm -0.1202 -0.5565 0.5812 -0.30 -0.92 1.27
P 2.0367 1.0959 0.0991 -0.17 0.24 -0.42
C 1.5997 2.2666 -1.2617 -0.03 -0.07 0.47
O -0.7184 -3.5816 -3.1985 0.85 -0.73 0.24
O 0.3186 -4.0045 -0.6233 0.30 0.69 0.36
H -1.5512 0.1636 -5.0242 0.20 0.25 -0.02
H 1.4279 3.0384 -3.7337 -0.17 -0.12 -0.22
H -0.0260 2.1153 -5.6026 0.02 -0.01 -0.01
C -3.8260 -0.0997 -0.8267 -0.42 0.17 0.19
C -2.9756 -2.8136 -0.7186 -0.48 -0.53 -0.05
H 2.5530 2.5775 -1.7209 -0.48 0.10 -0.05
H 1.1351 3.1493 -0.7832 0.09 -0.35 -0.28
H -1.4093 -1.9840 -3.0273 -0.46 1.14 0.34
H -2.8144 -0.8834 -3.3055 0.25 -0.01 -0.01
C 2.3798 2.1280 1.5413 0.55 0.50 0.23
C 3.6409 0.4605 -0.4485 0.46 -0.06 0.10
H 0.7461 -3.0885 -0.6816 -0.21 -0.46 0.07
H 0.2599 -4.1394 0.3375 -0.03 -0.15 -0.40
H -0.3469 -3.8280 -2.3096 -0.26 0.04 -0.77
H 0.0186 -3.6413 -3.8295 -0.32 -0.07 0.44
H -0.8967 1.1393 0.9054 -0.43 2.03 0.04
H 1.0005 -1.6225 -0.5674 1.19 -0.73 -1.30
H -4.6550 -0.5258 -1.4207 0.32 0.21 0.24
H -4.1132 -0.0343 0.2327 -0.07 0.01 -0.33
H -3.5975 0.9175 -1.1709 -0.03 -0.26 0.07
H -3.8414 -3.0052 -1.3807 0.38 -0.03 0.32
H -2.1909 -3.5619 -0.8988 -0.21 0.31 -0.03
H -3.2817 -2.9218 0.3353 -0.01 0.06 -0.37
H 4.3908 1.2698 -0.5021 -0.17 -0.39 -0.03
H 3.9618 -0.3176 0.2604 0.04 0.28 -0.23
H 3.5196 -0.0231 -1.4278 0.01 0.18 0.26
H 3.2669 2.7616 1.3586 -0.35 -0.12 0.30
H 1.5018 2.7427 1.7804 0.21 -0.15 -0.16
H 2.5497 1.4765 2.4129 0.07 0.21 -0.27
Te -0.3487 -2.1029 3.0633 -0.24 -0.83 0.57
C 0.1534 -0.2806 4.0121 0.26 0.50 -0.04
C -0.8054 0.7449 4.1946 0.68 -0.56 0.16
C -0.5379 1.7564 5.1187 0.01 0.34 -0.03
C 0.6905 1.8046 5.7925 -0.04 -0.33 -0.28
C 1.6844 0.8572 5.5034 0.06 0.08 -0.15
C 1.4392 -0.1763 4.5929 -0.93 0.48 0.10
H -1.7317 0.7027 3.6143 0.24 0.05 0.47
H -1.2979 2.5289 5.3134 0.43 -0.40 -0.12
H 0.8818 2.5868 6.5273 -0.06 -0.20 -0.21
H 2.6643 0.9235 5.9890 -0.39 0.01 -0.15
H 2.1913 -0.9187 4.3292 -0.13 0.14 0.30
```
Positions in Å, forces in eV/Å.